10
Properties=species:S:1:pos:R:3:forces:R:3 method="wB97M-V/def2-TZVPD" relative_energy_ev=3.326 lumo_ev=-0.25 smiles=Sc1nccnn1 homo_lumo_gap_ha=0.332
S 2.736 -0.140 -0.114 1.2 0.6 1.1
C 0.945 -0.075 -0.006 3.2 -0.4 1.2
N 0.223 -1.201 0.080 1.1 -0.2 -1.3
C -1.080 -1.048 -0.091 1.1 2.4 2.5
C -1.486 0.286 0.009 -4.8 -1.9 -3.8
N -0.654 1.266 -0.083 -4.5 4.0 0.7
N 0.590 1.206 0.017 1.2 -1.7 -0.5
H 3.213 1.116 0.542 -1.6 -2.1 -1.2
H -1.806 -1.809 0.041 -0.1 -1.1 -0.4
H -2.682 0.399 -0.395 3.3 0.5 1.7

64
Properties=species:S:1:pos:R:3:forces:R:3 method="wB97M-V/def2-TZVPD" total_charge=+1 lumo_ev=-3.36 homo_lumo_gap_ha=0.301
Ga 0.150 -1.287 -0.027 1.1 0.3 0.6
C -3.294 -2.557 -0.898 0.1 2.0 2.0
C -3.176 -1.138 -1.452 0.0 -1.4 -0.3
C -4.294 -0.341 -1.524 -1.2 -0.4 1.0
C -4.232 0.933 -1.999 -0.8 2.2 -0.8
C -3.046 1.408 -2.497 2.4 -0.3 -1.1
C -1.829 0.627 -2.511 -3.4 -1.1 0.5
C -0.694 1.058 -3.302 2.0 0.3 -0.8
C -1.958 -0.678 -1.950 0.5 0.9 0.5
N -0.797 -1.460 -1.632 0.4 -0.4 -1.6
C -0.507 -2.613 -2.354 -0.3 -0.3 0.9
O -1.133 -3.103 -3.254 -0.5 0.3 -0.8
C 0.703 -3.369 -1.826 -0.7 0.9 0.0
C 1.396 -4.368 -2.436 0.5 -1.1 -1.1
C 2.667 -4.642 -1.911 1.3 -1.1 -1.8
C 3.261 -3.908 -0.871 -0.3 -0.1 -0.4
C 2.429 -2.981 -0.262 -0.4 0.0 -0.1
N 1.185 -2.818 -0.737 0.7 0.3 1.3
C 2.830 -1.885 0.721 -0.8 1.1 -0.9
O 3.911 -1.878 1.242 0.6 -0.2 0.3
N 1.899 -0.845 0.731 0.0 -0.5 -0.8
C 2.151 0.365 1.450 -0.4 -1.3 0.6
C 2.154 1.590 0.811 -0.6 0.7 -0.6
C 1.891 1.717 -0.698 0.1 -0.3 1.0
C 2.310 2.752 1.577 0.1 -0.3 -0.3
C 2.441 2.686 2.976 -0.4 -0.5 -1.3
C 2.309 1.440 3.602 0.6 0.6 -1.2
C 2.216 0.261 2.841 0.1 1.4 0.7
C 2.225 -1.040 3.542 0.9 -0.8 -1.0
H -4.316 -2.777 -0.634 -0.4 0.1 0.1
H -2.703 -2.587 0.055 -0.5 -0.3 -0.7
H -2.968 -3.321 -1.528 0.7 -1.0 -1.3
H -5.242 -0.689 -1.118 0.2 -0.2 -0.2
H -5.102 1.646 -2.105 0.8 -1.3 0.4
H -3.004 2.349 -3.057 -0.1 -0.2 0.4
H -0.720 2.111 -3.529 -0.5 0.4 -0.5
H -0.519 0.468 -4.224 -0.5 0.3 0.3
H 0.265 1.012 -2.811 0.4 -0.5 0.5
H 1.029 -4.857 -3.375 0.4 0.6 1.1
H 3.305 -5.370 -2.541 -1.0 1.1 1.4
H 4.332 -3.984 -0.662 -0.6 0.0 0.2
H 2.697 1.206 -1.246 -0.5 0.1 -0.1
H 1.851 2.773 -0.960 0.2 0.0 -0.2
H 0.888 1.316 -0.954 0.6 -0.1 0.0
H 2.346 3.648 0.939 0.1 0.0 1.0
H 2.654 3.582 3.525 -0.1 0.2 0.3
H 2.415 1.410 4.663 0.0 -0.3 0.6
H 2.100 -0.938 4.581 -0.1 0.3 1.4
H 3.203 -1.528 3.353 -0.6 0.1 0.2
H 1.445 -1.698 3.183 -0.2 -0.3 -0.2
C -1.201 3.078 2.946 0.1 0.2 0.0
N -0.944 1.662 2.677 -0.4 0.9 -1.2
C -1.207 1.015 1.543 0.2 -0.7 1.5
S -1.426 -0.769 1.558 0.5 0.8 0.5
N -1.488 1.625 0.429 -0.4 0.0 -1.1
C -1.264 3.011 0.044 0.8 0.9 0.2
H -1.147 3.234 4.042 -0.6 -0.2 -0.7
H -2.142 3.318 2.449 -0.1 0.2 0.8
H -0.443 3.736 2.535 0.2 -0.1 -0.1
H -0.419 1.255 3.393 0.7 -1.5 0.8
H -1.882 1.006 -0.288 0.0 0.4 0.1
H -2.112 3.658 0.304 0.3 -0.2 -0.1
H -1.128 3.062 -1.035 -0.1 -0.2 0.0
H -0.320 3.411 0.492 -0.9 -0.5 -0.3

Number 1: calculated total energy -678.45706 Ha. Number 2: calculated total energy -3755.28708 Ha.